# 1
This record from the Open Molecules 2025 dataset describes a cluster of 3 separate species, C18H22O6SSi in total. The level of theory is ωB97M-V/def2-TZVPD.

ORCA input file:
```
! RIJCOSX wB97M-V def2-TZVPD def2/J DEFGRID3
* xyz 0 1
H 5.11 -3.01 1.56
H -1.84 -1.01 -0.22
H -4.07 -0.23 0.40
O 1.20 3.16 0.15
H 0.25 -3.14 0.31
H -5.35 1.11 -3.56
C -1.70 -3.13 1.15
H 3.77 -2.74 -0.99
H -0.24 1.00 0.69
C -7.26 0.47 -0.75
C 5.00 4.65 0.29
H 5.32 -3.95 0.14
C -5.63 0.84 -2.55
C -6.16 0.07 0.16
Si 0.44 -0.18 0.12
H 4.13 -4.46 1.28
C -6.90 0.85 -2.14
C -4.53 0.44 -1.64
C 3.85 5.49 -0.13
H 5.56 2.64 0.97
C 4.71 3.24 0.66
H 1.18 0.31 -1.07
H 1.43 -1.90 1.68
C 4.57 -3.59 0.83
H -1.14 -4.95 1.10
C -4.89 0.06 -0.25
O -8.41 0.48 -0.37
H 2.58 -3.23 0.14
O -1.56 -4.34 1.72
H -7.71 1.13 -2.78
H 3.25 1.74 0.88
S 3.41 -1.04 0.63
C -0.87 -1.41 -0.48
O 6.13 5.10 0.33
H -6.44 -0.21 1.17
C 2.62 5.01 -0.18
C 2.33 3.60 0.19
H -1.05 -3.51 -0.77
H -0.84 -1.44 -1.55
H 4.09 6.52 -0.40
C 1.72 -0.92 1.32
C 3.55 -2.76 0.06
C 3.47 2.76 0.62
H 1.77 5.61 -0.49
H 1.80 -0.28 2.19
C -0.75 -2.84 0.03
O -3.38 0.43 -2.01
O -2.51 -2.39 1.54
*
```

DFT total energy = -1838.12881 Ha
SMILES string = CCSC[SiH2]CCC(=O)O.O=C1C=CC(=O)C=C1.O=C1C=CC(=O)C=C1
molar mass = 394.52 Da
frontier orbital gap = 7.0891 eV



# 2
This record from the Open Molecules 2025 dataset describes a cluster of 2 separate species, C5H10O3 in total. The level of theory is ωB97M-V/def2-TZVPD.

ORCA input file:
```
! RIJCOSX wB97M-V def2-TZVPD def2/J DEFGRID3
* xyz 0 1
H 0.93 1.05 -1.73
H -2.06 0.31 -1.95
O 0.66 -0.09 2.89
C -0.16 0.14 1.77
H 1.22 -1.37 -1.47
C 0.25 -0.92 -1.58
O 1.10 -2.01 1.54
C -1.26 1.05 -1.88
C 0.07 0.38 -1.73
H -1.13 -0.36 1.79
C 1.07 -0.65 1.66
H 0.42 -2.40 2.10
H 0.53 1.90 1.42
H -1.44 1.68 -1.02
H -0.59 -1.60 -1.58
H 1.96 -0.21 1.21
H -1.27 1.68 -2.77
O -0.30 1.42 1.31
*
```

DFT total energy = -422.15878 Ha
SMILES string = O[C@@H]1O[C@H]1O.C=CC
ΔE to the lowest compared entry with this formula, charge and spin = 2.661 eV
molar mass = 118.13 Da
frontier orbital gap = 10.4219 eV



# 3
This record from the Open Molecules 2025 dataset describes an isolated molecule of C22H22FN5. The level of theory is ωB97M-V/def2-TZVPD.

ORCA input file:
```
! RIJCOSX wB97M-V def2-TZVPD def2/J DEFGRID3
* xyz 0 1
C -0.54 -1.54 0.62
H -6.24 -1.22 1.57
C 1.80 -0.69 0.47
C -5.02 -0.75 -0.12
H -5.58 -1.34 -0.82
C -3.13 0.72 0.29
H 4.75 -2.27 0.02
C 0.95 -1.78 0.53
C -0.71 -0.43 -1.55
C -0.88 0.93 -0.96
H 0.82 -3.91 0.49
N 5.31 0.06 -0.16
F -3.62 -0.10 -1.88
C -3.53 0.81 1.62
H -1.97 -2.64 -2.20
H -1.02 -2.35 1.19
C 3.78 1.53 0.48
N -1.68 2.67 0.22
H 0.96 2.07 -1.53
C 3.17 -0.86 0.29
C 0.03 4.32 -0.13
H -0.73 -0.60 1.15
H -0.61 4.84 0.57
C -4.64 0.12 2.08
H -0.32 -3.10 -1.72
H 0.35 -0.58 -1.82
H -4.93 0.20 3.12
H -1.70 -3.49 -0.67
C -1.29 -2.74 -1.35
C 1.48 -3.06 0.42
C -1.93 1.43 -0.16
H 6.90 1.37 -0.41
H 5.11 3.28 0.37
H 2.82 1.88 0.81
C 5.86 1.25 -0.14
C -3.91 -0.05 -0.56
H 1.38 0.30 0.56
C 3.69 -2.15 0.17
C -5.38 -0.67 1.21
N -0.51 3.00 -0.31
H 3.24 -4.23 0.16
C 4.94 2.23 0.26
N -1.22 -1.47 -0.67
N 4.04 0.23 0.22
H -1.30 -0.49 -2.47
H 0.06 4.86 -1.08
H -2.95 1.42 2.29
H 1.04 4.26 0.27
C 2.84 -3.24 0.24
C 0.01 1.98 -1.03
*
```

DFT total energy = -1225.16295 Ha
SMILES string = CN(Cc1cccc(-n2cccn2)c1)Cc1cn(C)nc1-c1ccccc1F
molar mass = 375.45 Da
frontier orbital gap = 8.9855 eV



The lowest frontier orbital gap belongs to which entry?
C18H22O6SSi